Here is 17 unconnected molecules or ions with the total composition C45H88O47S6 in a non-equilibrium geometry from the OMol25 dataset. Energies are from ωB97M-V with the def2-TZVPD basis set.

Results
Net charge: 0
Kohn-Sham gap (hartree): 0.3696

Structure (XYZ):
```
186
Properties=species:S:1:pos:R:3:forces:R:3:lowdin_charge:R:1
O -10.582 -14.816 -2.810 -0.9968 0.2652 2.2427 -0.297
S -11.393 -14.869 -1.589 1.0117 1.1002 -0.5953 0.659
O -11.621 -16.169 -0.998 0.0220 1.1244 -0.0099 -0.289
O -10.711 -13.826 -0.485 0.2530 -1.5088 -1.2220 -0.292
C -11.251 -13.830 0.865 -0.8774 -0.5785 -0.4301 -0.256
C -11.027 -12.478 1.458 0.0562 0.7081 0.0736 -0.066
C -12.970 -14.001 -1.900 0.1432 -0.5907 -0.4143 -0.097
H -10.854 -14.648 1.467 0.2372 0.1001 -0.1989 0.095
H -12.313 -14.030 0.726 -0.2535 0.0560 0.4276 0.109
H -9.974 -12.290 1.664 0.0710 0.0000 -0.2029 0.073
H -11.542 -12.317 2.405 -0.1236 -0.4020 0.0136 0.078
H -11.419 -11.723 0.775 0.1751 0.1000 -0.1085 0.071
H -13.746 -14.751 -1.750 -0.0443 0.2027 0.1916 0.068
H -12.981 -13.703 -2.948 0.2762 -0.1728 0.0073 0.062
H -13.108 -13.087 -1.322 0.2736 -0.3678 0.2929 0.062
O -9.420 -15.979 -6.826 0.0543 1.4959 -0.5292 -0.290
S -8.863 -14.859 -7.562 1.8397 -0.4322 -0.9137 0.678
O -9.373 -14.443 -8.857 0.2766 -0.2173 2.0886 -0.282
O -8.703 -13.515 -6.618 -1.1369 -0.9931 -2.3273 -0.263
C -8.495 -13.757 -5.271 0.5267 0.1542 2.5338 -0.302
C -7.749 -12.571 -4.641 0.2858 0.4436 0.1239 -0.040
C -7.036 -15.240 -7.811 -1.7489 0.3138 -0.3766 -0.077
H -8.083 -14.751 -5.097 0.6611 0.1187 -0.0498 0.117
H -9.388 -13.803 -4.648 -0.6937 -0.0858 -0.8101 0.086
H -8.251 -12.392 -3.690 0.3741 0.1858 0.2067 0.078
H -7.822 -11.641 -5.205 -0.6665 -0.0933 -0.2992 0.057
H -6.669 -12.561 -4.491 0.1324 -0.9249 0.1344 0.073
H -6.499 -14.295 -7.734 0.0440 -0.2566 0.2115 0.050
H -7.029 -15.566 -8.851 0.1752 -0.1100 0.0935 0.058
H -6.730 -16.049 -7.147 0.0141 0.3591 0.0491 0.063
O -11.098 -7.428 -1.010 -1.2986 -0.3995 1.3567 -0.284
S -12.228 -7.633 -0.114 0.6355 -0.6776 -0.3139 0.720
O -12.053 -8.532 1.081 -0.6669 2.9735 -2.5858 -0.328
O -12.796 -6.115 0.275 0.4730 -2.1313 0.9379 -0.277
C -12.508 -5.048 -0.634 0.3565 1.5510 -0.7302 -0.265
C -11.190 -4.296 -0.355 -0.1330 -1.2101 0.1657 -0.048
C -13.680 -8.241 -1.068 0.5306 0.3826 0.7398 -0.075
H -13.276 -4.285 -0.508 -0.4618 -0.4138 0.4113 0.122
H -12.646 -5.376 -1.665 0.4864 -0.2289 -0.0418 0.114
H -11.004 -3.501 -1.078 -0.2258 -0.0482 -0.0141 0.087
H -10.354 -4.994 -0.401 0.0507 0.0699 -0.0609 0.039
H -11.234 -3.884 0.653 -0.0086 0.1354 -0.0246 0.080
H -14.091 -7.410 -1.641 0.1259 0.0444 0.1707 0.068
H -14.379 -8.573 -0.301 -0.0765 -0.0199 -0.2175 0.067
H -13.405 -9.039 -1.757 0.3415 -0.0137 0.3459 0.065
O -7.532 -2.485 -5.878 -0.0081 -0.5627 -0.0778 -0.277
S -8.757 -2.537 -5.150 -2.8314 -0.2118 1.0904 0.685
O -10.029 -3.019 -5.768 3.2802 1.0588 1.4417 -0.322
O -8.568 -3.341 -3.679 -0.0275 0.6434 -1.5694 -0.273
C -7.842 -4.587 -3.647 1.1117 -1.3939 0.1074 -0.271
C -8.359 -5.414 -2.483 -1.1075 0.3999 -0.3335 -0.067
C -9.025 -0.880 -4.420 0.2279 -0.2210 0.1615 -0.116
H -6.776 -4.459 -3.465 0.0547 0.7759 -0.4360 0.104
H -7.955 -5.175 -4.558 -0.1202 0.3536 -0.2718 0.124
H -9.370 -5.674 -2.798 -0.5222 0.3325 0.8348 0.083
H -8.267 -4.773 -1.606 -0.5607 -0.1583 0.1964 0.074
H -7.965 -6.399 -2.234 0.9018 0.1898 -0.5731 0.071
H -10.020 -0.832 -3.979 0.0954 -0.0223 -0.2266 0.065
H -8.834 -0.088 -5.145 -0.5119 -0.4636 -0.5871 0.069
H -8.275 -0.629 -3.670 0.0373 -0.7650 0.2089 0.067
O -5.758 -8.133 3.394 -1.9600 -2.8304 0.1105 -0.268
S -6.573 -9.343 3.659 -0.1993 0.1732 -0.4922 0.792
O -7.952 -9.543 3.024 3.9914 0.5484 1.4781 -0.349
O -5.557 -10.667 3.335 -2.2309 2.4370 0.1169 -0.264
C -6.223 -11.931 3.369 0.7079 -2.3094 -0.5820 -0.265
C -5.330 -12.917 2.543 -0.7505 0.2753 0.6346 -0.025
C -6.827 -9.491 5.471 -0.3399 -0.2369 -1.0375 -0.069
H -7.260 -11.951 3.035 0.1046 0.5835 -0.3955 0.104
H -6.270 -12.326 4.385 0.1866 0.2435 0.2726 0.105
H -5.684 -13.946 2.611 -0.2586 0.0869 0.3879 0.050
H -4.335 -12.907 2.989 0.1428 0.1387 -0.3605 0.085
H -5.336 -12.720 1.471 0.2312 0.4795 0.0865 0.057
H -6.426 -10.425 5.865 0.3654 0.1525 -0.2695 0.066
H -7.912 -9.563 5.538 0.1085 0.4695 0.3693 0.033
H -6.388 -8.602 5.925 -0.1847 -0.1498 -0.0208 0.082
O -6.125 -17.657 0.809 -1.3910 2.5885 0.8539 -0.305
S -6.895 -16.603 1.508 0.1545 -1.7821 2.4024 0.717
O -6.522 -16.326 2.928 -0.7635 0.1773 -3.6321 -0.325
O -6.987 -15.189 0.660 0.7932 -2.1291 3.4745 -0.259
C -7.147 -15.383 -0.690 0.3753 0.9543 -2.5251 -0.326
C -6.669 -14.088 -1.263 0.3103 0.6058 -0.6599 -0.055
C -8.675 -17.065 1.474 1.2468 0.4405 0.0403 -0.083
H -8.190 -15.538 -0.967 -0.0688 -0.3171 0.0574 0.118
H -6.482 -16.117 -1.145 -0.2646 -0.6452 0.6140 0.127
H -6.463 -14.272 -2.318 -0.4808 0.6247 -0.2577 0.083
H -5.707 -13.792 -0.844 0.1076 -0.2722 0.2459 0.073
H -7.355 -13.273 -1.031 -0.1244 0.0080 -0.5647 0.073
H -8.812 -17.797 2.270 0.0622 -0.0883 -0.2727 0.075
H -8.863 -17.446 0.470 -0.2082 -0.0767 0.2208 0.070
H -9.249 -16.166 1.699 0.1017 -0.0556 -0.0683 0.046
O -13.352 -10.052 3.248 -0.0268 -0.1049 0.5106 -0.057
H -13.942 -10.557 2.688 -0.1432 -0.1419 -0.0785 0.031
H -12.880 -9.478 2.644 0.2410 0.2792 -0.4042 -0.028
O -9.997 -8.553 5.058 -0.0019 0.2195 0.2948 -0.032
H -10.649 -9.194 5.340 -0.2850 -0.1795 0.0721 0.044
H -9.568 -8.962 4.307 0.2615 -0.1929 -0.5664 -0.006
C -2.661 -9.189 2.272 2.7473 -0.0630 2.4587 -0.166
C -1.831 -8.169 1.503 -0.1004 -0.3803 0.1945 -0.080
O -2.834 -7.648 0.648 -1.1926 0.7625 -1.1728 0.071
C -3.905 -8.486 0.578 -0.0677 0.3443 -2.3364 -0.504
O -4.783 -8.484 -0.287 1.8953 0.3431 2.4007 0.126
O -3.731 -9.428 1.491 -2.9540 -1.0875 -1.2292 0.026
H -2.943 -8.829 3.261 -0.3408 0.2298 -0.0258 0.132
H -2.133 -10.126 2.448 0.1059 -0.0282 -0.1672 0.142
H -1.056 -8.644 0.902 0.0205 0.1019 -0.0866 0.136
H -1.410 -7.372 2.116 -0.1485 -0.0756 -0.1041 0.140
C -6.213 -9.682 -6.869 1.3638 -0.8227 0.4637 -0.112
C -5.986 -10.824 -7.868 -1.4536 0.3589 -0.8793 -0.067
O -7.362 -11.020 -8.322 0.3495 -0.8170 0.2184 0.037
C -8.174 -10.028 -7.917 -1.3160 -1.3220 -0.4813 -0.567
O -9.366 -10.048 -8.153 1.8346 0.7728 0.6338 0.136
O -7.482 -9.134 -7.199 0.0133 0.7147 0.0315 0.075
H -5.355 -9.009 -6.847 -0.5681 0.6976 -0.4588 0.134
H -6.254 -10.055 -5.845 -0.2667 -0.2021 0.0427 0.110
H -5.543 -11.731 -7.458 -0.4607 -0.0074 0.2651 0.121
H -5.478 -10.636 -8.814 0.4936 0.6428 0.3783 0.130
C -10.864 -9.711 -5.006 -0.6238 -1.5316 -0.9154 -0.121
C -10.777 -11.216 -5.312 -0.9223 1.1304 -3.3517 -0.116
O -11.164 -11.896 -4.157 0.0561 -0.9966 0.1776 0.094
C -11.134 -11.067 -3.160 2.1703 2.2663 2.3248 -0.501
O -11.142 -11.350 -1.974 -0.8125 0.6063 -1.9006 0.115
O -10.830 -9.767 -3.628 -0.3795 -0.8912 3.1946 0.034
H -11.843 -9.333 -5.298 0.2062 0.4277 -0.3464 0.133
H -10.022 -9.196 -5.468 -0.2035 0.3039 0.3745 0.133
H -9.793 -11.409 -5.739 -0.1896 -0.8189 0.5978 0.097
H -11.552 -11.449 -6.042 0.4593 -0.2399 -0.3672 0.146
C -7.458 -10.491 0.071 -0.3547 -1.4656 2.0823 -0.114
C -8.805 -9.805 -0.038 0.2918 -0.3890 0.1875 -0.126
O -8.623 -9.122 -1.227 0.8169 2.1770 -3.3127 0.039
C -7.506 -9.527 -1.906 -0.4337 2.5715 -4.4040 -0.517
O -7.131 -9.201 -3.078 -1.9166 -0.8895 4.3809 0.058
O -6.842 -10.327 -1.165 1.8215 -1.7739 0.3062 0.071
H -7.614 -11.553 0.261 0.2810 -0.1312 0.0026 0.119
H -6.825 -10.099 0.867 0.0516 0.1762 -0.2538 0.105
H -8.934 -9.117 0.796 -0.4684 -0.1013 -0.1595 0.110
H -9.653 -10.448 -0.273 -0.0241 -0.2577 0.8925 0.112
C -7.705 -6.335 1.232 -2.5341 -0.3687 -0.8269 -0.129
C -8.645 -6.079 2.464 1.1242 -0.3200 -1.3176 -0.053
O -7.700 -5.454 3.357 -1.2389 -0.1800 1.2834 0.083
C -6.607 -5.078 2.719 3.8453 0.8458 1.1550 -0.578
O -5.586 -4.545 3.169 -3.2815 -1.0370 -0.5838 0.115
O -6.665 -5.467 1.461 1.3572 0.2548 -1.4550 0.084
H -8.184 -6.090 0.284 -0.2681 0.5677 0.0859 0.102
H -7.420 -7.359 0.992 0.6153 -0.2399 1.0167 0.109
H -9.074 -7.010 2.833 0.3588 0.1746 0.4940 0.101
H -9.456 -5.390 2.228 0.1364 0.1590 0.0913 0.120
C -8.943 -12.926 6.838 -1.5921 0.5109 -0.1053 -0.066
C -10.492 -13.153 7.002 1.7330 0.1211 0.1888 -0.122
O -10.910 -13.561 5.719 0.8060 -0.4964 -1.8596 0.043
C -9.820 -13.575 4.819 -1.2012 -1.6145 -0.7395 -0.504
O -9.781 -14.021 3.690 -0.9925 0.9716 2.0488 0.137
O -8.750 -13.111 5.412 1.5305 0.8378 1.7065 0.059
H -8.371 -13.619 7.455 0.1821 -0.0985 -0.5610 0.129
H -8.744 -11.902 7.156 0.5304 -0.0318 -0.4434 0.118
H -10.997 -12.231 7.287 -0.1343 -0.2178 0.0205 0.127
H -10.579 -13.936 7.755 -0.7708 -0.0279 -0.2221 0.127
C -12.611 -6.550 5.127 -0.5326 -0.6827 -1.0480 -0.105
C -11.978 -6.038 3.874 0.3806 -0.4453 -0.1207 -0.158
O -11.736 -4.696 4.208 0.2363 1.8149 0.3796 0.050
C -11.684 -4.582 5.586 1.4924 3.3471 -0.7353 -0.573
O -11.350 -3.602 6.220 -0.6065 -1.3959 -1.5138 0.145
O -11.995 -5.710 6.102 -1.2714 -3.2058 1.8698 0.113
H -12.387 -7.616 5.177 0.0943 0.2333 0.9109 0.115
H -13.692 -6.421 5.079 -0.0575 0.2081 0.5432 0.139
H -12.585 -6.121 2.973 0.0957 0.0838 0.0949 0.126
H -11.023 -6.554 3.778 0.0330 0.0361 -0.4149 0.096
C -3.227 -11.723 -0.759 -1.7613 -0.0804 -0.9084 -0.108
C -3.924 -11.692 -2.160 -1.9542 -1.2588 0.8769 -0.117
O -2.930 -11.359 -3.058 1.0662 0.4492 -1.4975 0.078
C -1.865 -10.885 -2.420 1.8985 0.9551 -0.3708 -0.542
O -0.867 -10.386 -2.903 -2.1437 -1.0910 0.8471 0.145
O -2.068 -11.043 -1.096 2.0231 1.0016 1.1004 0.056
H -3.017 -12.681 -0.284 0.2258 -0.3399 -0.5869 0.131
H -3.818 -11.187 -0.017 0.1325 0.3291 -0.1914 0.102
H -4.747 -10.981 -2.235 0.2193 0.3595 0.3382 0.114
H -4.362 -12.626 -2.513 0.1762 -0.2892 0.3531 0.116
C -3.581 -7.287 -3.202 0.4667 -2.8314 -0.1682 -0.116
C -4.654 -6.275 -3.234 -0.7121 -0.1314 0.1153 -0.184
O -3.954 -5.140 -3.586 1.5106 1.8108 -1.4550 0.047
C -2.725 -5.463 -4.161 0.9461 2.1405 0.6254 -0.493
O -2.000 -4.632 -4.674 -1.5985 -2.0671 0.7364 0.137
O -2.424 -6.751 -3.880 -0.9351 0.9148 0.1313 0.086
H -3.871 -8.150 -3.802 0.0178 -0.2432 0.2491 0.129
H -3.405 -7.632 -2.183 0.7101 0.2140 -0.1320 0.112
H -5.112 -6.126 -2.257 -0.1497 -0.0636 -0.1112 0.136
H -5.393 -6.521 -3.997 -0.3092 0.1448 0.0857 0.129
```
Forces are in eV/Å.